27
Properties=species:S:1:pos:R:3 method="wB97M-V/def2-TZVPD" total_charge=0 smiles=Cc1c[nH]c2ccccc12.CC e_above_lowest_ev=1.986 gap_ev=8.587 energy_ev=-13138.8050 max_force_ha_per_bohr=0.0849
N -2.11274 -0.08494 2.15484
C 2.91604 -0.34904 -1.48645
C -0.37344 2.54946 -0.45557
C -1.23549 0.36750 -0.00687
C -1.20528 -2.13098 -0.83149
C -0.42473 1.17487 -0.77526
C -1.83448 0.94129 1.22644
C 3.13173 -1.49489 -0.43194
C -1.68508 2.24949 1.64401
C -1.03310 2.98913 0.66420
C -1.89210 -1.29819 1.49909
C -1.46281 -1.03501 0.22179
H 2.00491 0.28570 -1.25593
H -1.91665 -2.14623 -1.62437
H 3.82956 0.25530 -1.53616
H -2.69553 -0.08198 3.07466
H 0.24526 3.25556 -1.01025
H 4.08170 -1.31951 0.12524
H -0.95773 -3.10921 -0.44235
H -1.11983 4.04343 0.83582
H 2.51983 -1.39595 0.46421
H -0.29037 -1.73231 -1.25500
H -2.32089 -2.18407 1.87002
H 0.01732 0.73287 -1.66499
H 3.10915 -2.44385 -1.06421
H -2.06131 2.69582 2.55648
H 2.76606 -0.73426 -2.49600